Record 1
A molecular structure, C47H79Br22F2N2O4S4 at a distorted geometry. Source: the OMol25 dataset; level of theory: wB97M-V/def2-TZVPD.

Values from the calculation:
Energy relative to the best compared isomer or geometry (same formula, charge and spin) = 0.00 kcal/mol
HOMO energy = -9.52 eV
Energy = -1650885.6620 eV
LUMO energy = -4.78 eV
Multiplicity = 1
Kohn-Sham gap = 4.735 eV
Charge = +1

Cartesian coordinates (Å):
C: 4.765 -0.411 -3.458
C: 3.533 -0.588 -2.431
S: 2.230 0.604 -2.960
C: 0.615 -0.199 -2.645
C: -0.294 0.482 -1.577
C: 0.507 0.693 -0.251
C: 1.438 1.922 -0.077
F: 1.354 -0.407 -0.073
C: -1.249 1.613 -2.122
S: -0.691 3.399 -1.887
C: -1.528 1.628 -3.667
C: -2.618 2.557 -4.225
C: -4.075 1.987 -4.191
C: -5.144 3.095 -4.565
N: -6.464 2.610 -4.132
C: -6.911 2.474 -2.861
C: -8.185 1.955 -2.735
C: -8.574 1.774 -4.138
C: -7.530 2.191 -4.932
N: -2.387 1.585 -1.164
S: -3.485 2.818 -0.580
C: -2.734 3.774 0.786
O: -3.901 3.761 -1.568
O: -4.645 2.176 -0.026
C: -2.548 0.422 -0.623
C: -1.450 -0.580 -1.181
C: -1.302 -1.566 0.024
C: -0.472 -2.840 -0.159
C: -0.077 -3.454 -1.333
C: 0.657 -4.663 -1.398
C: 1.060 -5.363 -0.268
C: 0.616 -4.675 1.078
C: -0.109 -3.488 1.057
S: -2.455 -1.458 -2.444
O: -3.573 -0.591 -2.698
O: -2.950 -2.707 -1.981
F: -1.713 -1.751 -3.808
H: 4.750 0.620 -3.845
H: 5.698 -0.522 -2.903
H: 4.678 -1.155 -4.267
H: 3.868 -0.398 -1.420
H: 3.105 -1.607 -2.478
H: 0.162 -0.283 -3.643
H: 0.839 -1.226 -2.313
H: -0.206 0.783 0.594
H: 1.707 2.459 -0.990
H: 0.959 2.667 0.593
H: 2.365 1.622 0.444
H: 0.511 3.456 -2.512
H: -1.709 0.623 -4.093
H: -0.563 1.948 -4.112
H: -2.671 3.585 -3.837
H: -2.395 2.670 -5.308
H: -4.300 1.735 -3.139
H: -4.198 1.109 -4.839
H: -4.876 3.993 -3.986
H: -5.196 3.266 -5.650
H: -6.392 2.723 -1.931
H: -8.769 1.749 -1.841
H: -9.539 1.368 -4.445
H: -7.560 2.185 -6.022
H: -3.519 4.113 1.476
H: -2.250 4.641 0.301
H: -1.937 3.171 1.254
H: -3.257 0.070 0.131
H: -0.949 -1.110 0.980
H: -2.329 -1.896 0.301
H: -0.336 -2.992 -2.290
H: 0.934 -5.129 -2.350
H: 1.592 -6.308 -0.338
H: 0.826 -5.134 2.111
H: -0.433 -3.060 2.012
Br: -1.893 0.643 -7.521
C: -3.289 0.475 -8.875
C: -4.574 1.097 -8.397
Br: -5.464 -0.053 -7.106
H: -3.385 -0.582 -9.105
H: -2.907 1.000 -9.749
H: -5.280 1.209 -9.218
H: -4.427 2.061 -7.918
Br: -3.683 0.236 5.916
C: -3.446 1.707 4.666
C: -3.678 1.269 3.243
Br: -2.150 0.253 2.554
H: -2.449 2.105 4.833
H: -4.185 2.451 4.959
H: -3.767 2.130 2.588
H: -4.554 0.638 3.123
Br: 8.355 3.161 -1.119
C: 6.625 3.323 -0.246
C: 5.990 1.973 -0.032
Br: 5.238 1.251 -1.689
H: 6.022 3.987 -0.860
H: 6.832 3.806 0.708
H: 5.145 2.054 0.653
H: 6.686 1.229 0.344
Br: 1.970 -0.334 -7.521
C: 1.531 -1.113 -9.250
C: 2.241 -0.401 -10.371
Br: 1.398 1.308 -10.771
H: 0.449 -1.083 -9.344
H: 1.858 -2.149 -9.186
H: 2.172 -0.976 -11.292
H: 3.285 -0.196 -10.152
Br: 2.744 0.050 5.090
C: 1.054 0.022 6.057
C: 0.531 -1.381 6.212
Br: -0.247 -2.033 4.549
H: 0.372 0.673 5.519
H: 1.275 0.456 7.031
H: -0.281 -1.409 6.938
H: 1.296 -2.095 6.503
Br: 6.232 -6.001 0.745
C: 5.443 -4.465 1.645
C: 4.231 -4.864 2.445
Br: 2.652 -5.167 1.266
H: 5.225 -3.726 0.877
H: 6.228 -4.082 2.297
H: 3.932 -4.059 3.117
H: 4.380 -5.775 3.021
Br: 9.085 7.334 -1.537
C: 9.922 7.218 -3.292
C: 10.307 5.801 -3.626
Br: 11.916 5.257 -2.673
H: 10.768 7.900 -3.283
H: 9.171 7.585 -3.989
H: 10.559 5.713 -4.682
H: 9.534 5.079 -3.379
Br: -4.615 -3.365 7.868
C: -3.848 -3.399 6.083
C: -3.396 -4.774 5.678
Br: -1.720 -5.260 6.539
H: -3.041 -2.672 6.079
H: -4.647 -3.054 5.428
H: -3.187 -4.798 4.610
H: -4.111 -5.555 5.922
Br: -6.553 0.567 11.822
C: -5.810 -1.118 11.189
C: -4.307 -1.117 11.264
Br: -3.526 -0.071 9.818
H: -6.188 -1.272 10.182
H: -6.225 -1.877 11.849
H: -3.916 -2.124 11.129
H: -3.924 -0.706 12.194
Br: 11.192 -9.042 -2.306
C: 10.407 -7.508 -1.402
C: 9.196 -7.901 -0.599
Br: 7.646 -8.190 -1.744
H: 10.190 -6.767 -2.166
H: 11.192 -7.131 -0.748
H: 8.905 -7.096 0.074
H: 9.340 -8.813 -0.027
Br: -1.706 4.382 10.227
C: -3.252 4.653 11.381
C: -4.416 3.799 10.953
Br: -5.292 4.535 9.375
H: -3.473 5.717 11.367
H: -2.916 4.369 12.377
H: -5.184 3.784 11.723
H: -4.134 2.778 10.711

Löwdin atomic charge list, values in e, 6 entries: -0.32, -0.60, 0.87, -0.39, -0.27, -0.30


Record 2
5 unconnected molecules or ions with the total composition C47H86F6N8O15PS at a distorted geometry. Source: the OMol25 dataset; level of theory: wB97M-V/def2-TZVPD.

Values from the calculation:
HOMO energy = -9.88 eV
Energy = -129178.9691 eV
LUMO energy = -4.26 eV
Multiplicity = 1
Kohn-Sham gap = 5.621 eV
Charge = +1

Cartesian coordinates (Å):
C: 3.053 -3.158 -1.490
C: 1.774 -3.279 -0.654
N: 0.735 -4.039 -1.397
C: -0.561 -3.559 -1.179
C: -1.048 -2.395 -1.827
C: -0.198 -1.705 -2.715
C: -0.650 -0.597 -3.352
P: 0.355 0.410 -4.520
C: 0.992 -0.687 -5.847
C: 1.767 0.987 -3.463
C: 3.086 1.114 -4.228
C: -1.968 -0.196 -3.136
C: -2.853 -0.836 -2.311
C: -4.238 -0.238 -2.272
S: -4.450 1.066 -1.042
O: -3.496 0.851 0.009
O: -5.832 1.091 -0.671
C: -2.382 -1.984 -1.585
C: -3.175 -2.738 -0.656
C: -4.587 -2.399 -0.263
O: -5.564 -2.822 -1.232
N: -5.177 -4.017 -1.927
O: -5.531 -3.969 -3.028
C: -2.614 -3.839 -0.085
C: -3.379 -4.759 0.861
O: -3.881 -5.729 0.397
C: -3.569 -4.564 2.406
F: -4.739 -3.981 2.694
F: -3.622 -5.812 2.901
C: -2.459 -3.847 3.206
F: -2.768 -4.039 4.490
F: -1.263 -4.433 2.985
C: -2.314 -2.295 3.011
F: -2.455 -1.731 4.206
F: -3.263 -1.781 2.208
C: -0.919 -1.877 2.514
O: 0.026 -1.887 3.235
O: -0.873 -1.474 1.229
N: -1.335 -4.249 -0.356
C: -0.777 -5.484 0.216
C: -0.742 -6.552 -0.846
N: -1.647 -6.599 -1.723
H: 3.919 -3.411 -0.894
H: 3.017 -3.853 -2.322
H: 3.134 -2.158 -1.897
H: 1.999 -3.793 0.279
H: 1.400 -2.298 -0.379
H: 0.935 -4.034 -2.386
H: 0.803 -2.058 -2.886
H: 1.914 -0.286 -6.248
H: 1.140 -1.715 -5.524
H: 0.280 -0.689 -6.663
H: 1.896 0.255 -2.664
H: 1.471 1.920 -3.000
H: 3.605 0.162 -4.177
H: 3.723 1.849 -3.754
H: 2.940 1.389 -5.266
H: -2.299 0.672 -3.686
H: -4.378 0.288 -3.214
H: -5.048 -0.952 -2.192
H: -4.190 2.216 -1.716
H: -4.720 -1.340 -0.113
H: -4.860 -2.844 0.688
H: -0.141 -0.839 1.200
H: 0.226 -5.348 0.586
H: -1.368 -5.874 1.037
H: 0.082 -7.259 -0.833
H: -1.482 -7.384 -2.350
C: -0.509 0.343 5.707
O: -0.049 1.340 6.592
C: -0.753 1.365 7.834
C: 0.151 0.938 8.970
N: 0.460 -0.484 8.884
C: 1.497 -0.934 9.810
C: 2.906 -0.383 9.624
O: 3.537 -0.801 8.427
C: 3.275 -0.002 7.289
H: 0.000 0.481 4.753
H: -0.278 -0.660 6.080
H: -1.587 0.429 5.540
H: -1.652 0.745 7.795
H: -1.066 2.396 8.006
H: -0.351 1.137 9.921
H: 1.055 1.560 8.924
H: 0.763 -0.695 7.942
H: 1.554 -2.021 9.719
H: 1.168 -0.721 10.832
H: 3.518 -0.783 10.436
H: 2.946 0.709 9.720
H: 3.117 1.047 7.554
H: 2.412 -0.373 6.728
H: 4.144 -0.066 6.634
C: -5.813 3.706 3.036
O: -5.580 3.041 4.255
C: -4.291 2.468 4.347
C: -3.467 3.202 5.381
N: -3.128 4.544 4.906
C: -2.516 5.417 5.908
C: -3.359 5.820 7.115
O: -4.459 6.650 6.800
C: -5.649 5.976 6.432
H: -6.860 4.003 3.016
H: -5.192 4.605 2.958
H: -5.619 3.050 2.181
H: -3.782 2.460 3.378
H: -4.420 1.427 4.663
H: -2.546 2.649 5.571
H: -4.047 3.226 6.314
H: -3.971 4.989 4.570
H: -2.222 6.334 5.392
H: -1.594 4.946 6.263
H: -2.717 6.415 7.770
H: -3.684 4.956 7.707
H: -5.746 5.014 6.941
H: -5.707 5.829 5.350
H: -6.488 6.608 6.722
C: -2.318 5.978 -7.523
O: -1.783 6.966 -6.664
C: -2.493 7.122 -5.441
C: -1.648 6.671 -4.270
N: -1.470 5.222 -4.274
C: -0.489 4.735 -3.310
C: 0.968 5.147 -3.511
O: 1.564 4.606 -4.678
C: 1.361 5.367 -5.860
H: -1.777 6.035 -8.465
H: -2.194 4.970 -7.110
H: -3.379 6.158 -7.720
H: -3.449 6.591 -5.465
H: -2.707 8.188 -5.326
H: -2.138 6.968 -3.338
H: -0.689 7.201 -4.334
H: -1.179 4.934 -5.199
H: -0.533 3.643 -3.344
H: -0.809 5.033 -2.306
H: 1.540 4.741 -2.671
H: 1.104 6.233 -3.475
H: 1.289 6.436 -5.650
H: 0.471 5.035 -6.401
H: 2.220 5.198 -6.510
C: 7.160 -5.492 -7.614
O: 7.606 -5.817 -6.310
C: 8.859 -5.236 -5.966
C: 8.688 -4.205 -4.872
N: 7.990 -3.024 -5.369
C: 7.590 -2.081 -4.330
C: 6.561 -2.547 -3.306
O: 5.268 -2.782 -3.846
C: 5.071 -4.081 -4.380
H: 6.267 -6.083 -7.813
H: 6.902 -4.431 -7.703
H: 7.916 -5.742 -8.363
H: 9.353 -4.805 -6.840
H: 9.495 -6.042 -5.588
H: 9.672 -3.907 -4.501
H: 8.143 -4.687 -4.049
H: 7.162 -3.322 -5.868
H: 7.179 -1.204 -4.837
H: 8.486 -1.746 -3.799
H: 6.436 -1.735 -2.583
H: 6.901 -3.417 -2.733
H: 5.659 -4.835 -3.851
H: 5.304 -4.115 -5.447
H: 4.013 -4.329 -4.274

Löwdin atomic charge list, values in e, 6 entries: -0.05, -0.21, 0.04, -0.17, -0.05, 0.00


Q: Which formula does entry 1 have?
A: C47H79Br22F2N2O4S4